# 1
The following is a quantum chemistry calculation of a structure of composition C34H33GeN2ORu in a non-equilibrium geometry, from OMol25.

Output
HOMO level (spin up / spin down) ... -6.3 / -5.7 eV
2S+1 ... 2

Each line ends with the Löwdin spin population.
Element x y z (Å)
H 4.35924 1.40980 6.91882  0.00
C 1.62524 -0.54136 6.61698  0.00
N 2.02110 1.48164 0.67392  -0.01
H 2.35678 0.72135 8.18845  0.00
H 6.30512 2.58867 1.92915  0.00
C -0.35535 -2.12120 -1.02981  0.01
C 6.65191 -0.50680 0.61561  0.00
O -0.00456 1.59431 -1.57379  0.00
H 0.99028 2.00728 3.85373  0.00
H 0.53264 -0.36167 2.95478  0.00
N 1.08373 3.58488 -1.56329  0.00
H 5.01531 -3.34111 2.83705  0.00
C 1.59723 -5.10453 2.75301  0.00
H 7.89270 1.24186 0.59527  0.00
C 6.07084 1.56471 1.67073  0.00
C -1.86801 -2.37473 2.49589  0.01
C -2.12833 -0.70222 0.62376  -0.01
C 4.05531 -3.83633 2.79626  0.00
C 1.36749 2.24260 2.86836  -0.03
H -1.44455 -3.35698 2.68692  0.00
C 2.93495 -0.58436 4.58569  0.00
C -1.52208 -1.89633 1.11565  0.04
H 2.52265 2.08187 -1.68281  0.00
C 4.58026 -0.32333 1.83486  0.00
C 3.84582 0.27263 5.18524  0.00
C 1.67781 -3.72849 2.64888  0.00
H 4.17700 1.60232 2.66217  0.00
C 3.64507 0.73133 6.47554  0.00
C 2.75715 -5.85272 2.87261  0.00
H 1.70997 4.33359 3.27729  0.00
C 2.17517 3.80394 1.23665  -0.03
H -1.91991 3.12081 -0.59221  0.00
H 0.25858 -2.73574 -1.67843  0.00
C -1.18232 -1.10689 -1.58735  -0.04
H 3.14654 3.74333 -1.42267  0.00
H 5.22590 -2.09173 0.82025  0.00
C 1.25736 -0.19197 2.14848  -0.01
C 1.51783 1.22867 1.92692  -0.01
C 2.28050 2.76047 0.32442  0.00
C 2.90136 -3.07597 2.65304  0.00
Ge 2.95959 -1.09035 2.65218  0.00
C -2.05900 -0.40933 -0.77443  0.00
H -2.94843 -2.43112 2.62095  0.00
H -0.19088 -3.50841 0.62780  0.00
H -1.15229 -0.91263 -2.65295  0.00
C 4.88500 1.00560 2.10365  0.00
H -1.92818 3.47454 -2.31322  0.00
C -0.03706 2.83083 -1.51211  0.00
Ru 0.33193 -0.04937 0.09437  1.06
C 1.75414 3.54843 2.53783  0.00
H 0.97339 4.57164 -1.38436  0.00
C 2.37487 3.02430 -1.15278  0.00
C -1.34644 3.57596 -1.39876  0.00
H 0.75045 -0.85813 7.16911  0.00
H 0.78221 -3.13328 2.56393  0.00
H 2.70341 -6.92846 2.94996  0.00
H 7.34092 -1.09283 0.02277  0.00
H -2.86557 -0.19567 1.23597  0.00
H -1.48744 -1.67960 3.24556  0.00
C 3.98453 -5.21323 2.90291  0.00
H 4.89125 -5.79183 3.02222  0.00
H 2.41524 4.81064 0.92200  0.00
H 1.12781 -1.68645 4.88563  0.00
H -2.71345 0.34695 -1.19092  0.00
H -1.19329 4.62823 -1.17730  0.00
H 4.72135 0.58590 4.63644  0.00
C -0.63942 -2.58030 0.30094  0.00
H 0.63473 -5.59724 2.75190  0.00
C 6.96193 0.80572 0.93021  0.00
C 2.52773 0.33801 7.19052  0.00
C 5.46937 -1.06628 1.06948  0.00
C 1.83615 -0.99786 5.33034  0.00

---

# 2
The following is a quantum chemistry calculation of a structure of composition C18H27BiIN5O in a non-equilibrium geometry, from OMol25.

Output
HOMO level (spin up / spin down) ... 1.9 / 1.9 eV
Total charge ... -2

Each line ends with the Löwdin charge.
Element x y z (Å)
C -2.53221 -0.21720 0.04448  -0.37
C 1.21457 3.52156 1.77529  -0.15
H 4.55161 -1.61038 2.18305  0.09
H -0.48538 -2.77457 -2.86789  -0.31
C 2.40686 1.93309 -1.33876  -0.09
N 2.55513 -1.27463 1.43731  -0.15
H 2.16195 0.26635 2.83648  0.09
H -5.32777 -0.46189 1.75207  0.09
H 2.54364 -1.14588 -2.59140  0.08
H 3.70827 -2.48220 -2.40274  0.08
H -3.97970 1.92086 -2.09744  0.07
H 0.86720 -0.95351 2.65038  0.05
H 1.70142 1.46783 -2.04259  0.04
C 2.75609 -2.07574 -2.03838  -0.04
Bi -0.20233 -0.48581 -0.24508  1.42
H -2.16839 -1.93473 -2.62568  0.01
O -0.00576 0.26860 -3.23902  -0.12
H -0.89086 2.84545 3.25262  0.06
N -3.41928 0.51518 -0.69920  -0.15
C 2.11425 3.48575 0.69768  -0.14
H 2.37945 -1.37077 3.51323  0.07
H 1.95610 -2.80236 -2.24906  0.08
H 1.15377 4.22928 2.59336  0.05
H -5.50567 1.03611 -0.56307  0.09
N -3.28085 -0.66849 1.09516  -0.16
C -2.78761 -1.43181 2.22262  -0.11
N 0.67388 1.74043 0.46575  -0.12
C 4.11077 -1.98541 0.05549  -0.10
H 3.23354 1.23415 -1.13039  0.06
C 0.33470 2.42901 1.60953  -0.45
C 1.75994 2.37306 -0.09551  -0.43
C 3.89309 -1.63692 1.33558  -0.10
H -2.23786 -0.79573 2.94001  0.07
C -1.19774 -1.91733 -3.13404  -0.53
C 1.95730 -0.80524 2.67021  -0.08
H -1.74693 2.03456 1.92569  0.06
H -2.12329 -2.24678 1.89718  0.05
C 1.92281 -1.38422 0.22940  -0.36
I -1.20138 -4.43532 -3.14392  -0.09
N 2.90165 -1.83201 -0.61718  -0.16
H -2.20973 1.80008 -1.87784  0.09
H -3.65025 -1.86238 2.74776  0.07
C -3.14586 1.22535 -1.93376  -0.05
C -4.68206 0.50856 -0.11954  -0.10
C -0.79686 2.06882 2.47930  -0.10
H -1.31039 -1.76882 -4.21390  0.03
C -0.41083 -0.63654 -2.54237  -0.61
H -0.64697 1.10788 2.99921  0.04
H 2.85154 2.81729 -1.82179  0.06
C -4.59511 -0.21949 1.00499  -0.10
H 2.93093 4.15955 0.46853  0.06
H 4.99599 -2.32065 -0.45133  0.09
H -3.09537 0.54800 -2.80051  0.09

---

# 3
The following is a quantum chemistry calculation of a structure of composition C28H35FIrN4O6S3SiTe in a non-equilibrium geometry, from OMol25.

Output
HOMO level (spin up / spin down) ... -5.9 / -5.9 eV
2S+1 ... 2

Each line ends with the Löwdin spin population.
Element x y z (Å)
O 1.62031 0.29093 -3.70679  0.00
C 2.32181 -4.39887 -3.40759  0.00
H 1.98311 -5.10517 -4.15849  0.00
C -0.52469 -3.21497 -2.89709  0.00
Ir 2.48741 -1.16757 -2.08959  -0.01
C 0.39761 0.77483 1.46891  0.01
C 0.39931 0.65173 -0.99559  0.00
C -0.39299 2.61733 -2.16779  0.00
H 2.67561 -3.35777 2.85271  0.00
C 1.94141 -3.96597 2.33581  0.02
H 0.46121 -1.26707 -5.33139  0.00
C -0.47479 3.40433 1.38511  0.00
C 0.21901 1.49363 2.62501  0.00
C -1.33479 4.54403 -1.03929  0.00
C 0.14141 1.35963 0.21191  0.00
Te 0.98511 -2.72267 0.84551  0.47
C -2.52979 4.74453 -1.91779  0.00
H 1.21451 -4.35367 3.04421  0.00
H -2.50379 2.13133 4.49421  0.00
C -0.92659 -4.54547 -2.96999  0.00
H 1.92811 -2.08067 -5.82439  0.00
H 0.59201 4.32913 5.47351  0.00
F 0.46941 0.84493 3.81161  0.00
C -0.33869 2.44393 5.97621  0.00
H -1.58979 3.94403 6.63161  0.00
C -1.48089 -2.26107 -2.55959  0.00
C -3.17729 -3.95747 -2.40009  0.00
S 3.78031 -1.30097 0.56971  0.01
C 0.48691 0.84203 -3.59259  0.00
C 0.98961 -2.21607 -5.29639  0.00
H 0.39421 -2.95707 -5.82359  0.00
H -0.81039 -4.72607 1.42111  0.01
H -3.14809 3.79283 -0.01829  0.00
C 0.38491 3.36883 4.97931  0.00
C -2.46319 3.11473 4.96651  0.00
H 0.22061 2.37753 6.90841  0.00
H -2.87889 3.91033 -2.50149  0.00
N -0.70119 3.26793 -1.00039  0.00
H -3.47599 3.46183 5.17261  0.00
H -2.62889 5.69703 -2.41169  0.00
C -2.23579 -4.91737 -2.73129  0.00
C 4.83281 -1.46947 -4.05279  0.00
C -2.70629 4.68573 -0.43429  0.00
C -0.35989 -4.42057 0.48181  0.05
O 3.57341 -0.26777 -0.46199  0.00
O 0.80841 -0.59757 -0.96459  0.01
N -1.69659 2.99923 6.23761  0.00
H -4.20659 -4.24397 -2.22379  0.00
H -0.64799 5.38013 -0.93349  0.00
C -0.34969 2.69483 0.20471  0.00
H 1.33701 2.91433 4.70541  0.00
S 5.96781 -1.41397 -5.14669  0.00
H -2.19669 2.41543 6.91461  0.00
N -0.36889 3.63063 3.78831  0.00
S 3.48551 -3.08627 -0.37049  0.37
H -1.65569 5.07873 4.54051  0.00
C -1.70209 4.09343 4.05611  0.00
C -0.19389 2.81413 2.63671  0.00
H 0.78491 -0.22637 1.54071  0.01
O 5.11131 -1.29207 1.10071  0.01
H -0.76119 4.44143 1.37621  0.00
H 2.26491 -4.86257 -2.42779  0.00
C -2.79249 -2.62937 -2.30699  0.00
N 3.99751 -1.59737 -3.23109  0.00
Si 1.26051 -2.77927 -3.46769  0.00
H -2.23399 4.19793 3.11041  0.00
H -1.20469 -1.22157 -2.50619  0.00
H -1.14389 -4.11127 -0.19609  0.00
H 2.43971 -4.79077 1.83121  0.00
H -2.93969 5.58833 0.11001  0.00
H -0.19919 -5.29707 -3.23009  0.00
H -0.45439 1.44433 5.55891  0.00
H -3.52259 -1.87577 -2.05329  0.00
H -2.52099 -5.95807 -2.81439  0.00
H -0.60059 3.14733 -3.08189  0.00
O 2.75961 -1.22017 1.62221  0.01
O -0.32419 1.02423 -4.49109  0.00
H 0.16591 -5.26337 0.04551  0.00
C 0.14591 1.37293 -2.20409  0.00
H 3.36961 -4.18977 -3.59549  0.00

---

ΔE to the lowest compared entry with this formula, charge and spin across the listed records, respectively: 38.0 44.3 0.0 kcal per mole.
M across the listed records, respectively: 659.331 665.332 986.712 g/mol.
E across the listed records, respectively: -3671.8487 -1563.1229 -3714.5785 Ha.